Entry one
ORCA calculation (the ωB97M-V functional and the def2-TZVPD basis) on an isolated molecule of C23H29NO3.

```
56
Properties=species:S:1:pos:R:3
C 4.73 -0.59 2.75
C 3.43 -1.22 2.30
O 2.76 -1.90 3.04
C 3.04 -1.00 0.88
C 3.65 -0.06 0.05
C 3.27 0.04 -1.27
C 2.30 -0.81 -1.79
C 1.67 -1.74 -0.98
C 0.56 -2.61 -1.52
N -0.75 -1.98 -1.54
C -0.86 -0.89 -2.48
C -2.33 -0.48 -2.63
C -2.99 -0.09 -1.30
C -4.51 0.00 -1.58
O -5.30 0.46 -0.51
C -2.45 1.28 -0.84
C -2.68 1.66 0.63
O -1.75 1.09 1.52
C -0.48 1.59 1.61
C 0.33 0.98 2.56
C 1.62 1.42 2.77
C 2.13 2.47 2.02
C 1.33 3.07 1.07
C 0.03 2.64 0.86
C -2.70 -1.22 -0.29
C -1.22 -1.58 -0.23
C 2.04 -1.82 0.35
H 4.64 0.50 2.72
H 5.54 -0.89 2.10
H 4.94 -0.90 3.77
H 4.41 0.60 0.44
H 3.74 0.77 -1.91
H 2.05 -0.74 -2.84
H 0.79 -2.91 -2.54
H 0.47 -3.51 -0.90
H -0.26 -0.02 -2.17
H -0.49 -1.22 -3.45
H -2.87 -1.34 -3.05
H -2.40 0.34 -3.34
H -4.89 -1.01 -1.80
H -4.67 0.62 -2.47
H -5.21 1.41 -0.44
H -2.90 2.05 -1.47
H -1.37 1.31 -1.02
H -3.64 1.28 0.98
H -2.68 2.75 0.73
H -0.07 0.16 3.14
H 2.22 0.95 3.53
H 3.14 2.82 2.18
H 1.72 3.88 0.47
H -0.57 3.15 0.12
H -3.26 -2.10 -0.61
H -3.05 -0.94 0.70
H -0.64 -0.74 0.18
H -1.10 -2.42 0.46
H 1.57 -2.54 1.01
```

Its structure (SMILES) is CC(=O)c1cccc(CN2CCC(CO)(CCOc3ccccc3)CC2)c1. The total charge is 0. As for the LUMO energy: 0.3 eV. For the HOMO-LUMO gap, the calculation gives 8.8 eV.

Entry two
ORCA calculation (the ωB97M-V functional and the def2-TZVPD basis) on an isolated molecule of C23H29NO3.

```
56
Properties=species:S:1:pos:R:3
C 6.35 0.82 -0.90
O 5.09 1.45 -0.79
C 4.06 0.74 -0.24
C 4.14 -0.57 0.21
C 3.02 -1.19 0.74
C 1.81 -0.53 0.83
C 0.59 -1.20 1.40
C -0.21 -2.04 0.36
C 0.52 -3.38 0.12
O 0.81 -4.10 1.30
C -1.62 -2.26 0.92
C -2.61 -2.82 -0.12
N -2.68 -2.06 -1.34
C -3.58 -0.91 -1.37
C -3.15 0.33 -0.62
C -3.51 0.51 0.71
C -3.06 1.60 1.45
C -2.22 2.50 0.82
C -1.88 2.35 -0.52
C -2.35 1.28 -1.25
C -1.00 3.50 -0.92
C -0.84 4.24 0.43
O -1.67 3.60 1.40
C -1.37 -1.88 -1.92
C -0.32 -1.28 -0.97
C 1.74 0.79 0.40
C 2.85 1.42 -0.14
H 6.30 -0.06 -1.55
H 7.01 1.57 -1.35
H 6.74 0.53 0.08
H 5.07 -1.12 0.16
H 3.10 -2.21 1.11
H -0.07 -0.44 1.80
H 0.88 -1.87 2.21
H 1.49 -3.18 -0.34
H -0.06 -4.00 -0.57
H -0.02 -4.34 1.72
H -2.00 -1.31 1.28
H -1.59 -2.94 1.78
H -3.61 -2.87 0.32
H -2.32 -3.84 -0.39
H -3.71 -0.66 -2.43
H -4.54 -1.26 -0.99
H -4.17 -0.20 1.18
H -3.33 1.73 2.48
H -2.09 1.17 -2.29
H -1.48 4.13 -1.67
H -0.04 3.16 -1.31
H 0.20 4.21 0.79
H -1.15 5.29 0.37
H -1.46 -1.24 -2.80
H -1.03 -2.86 -2.26
H 0.65 -1.26 -1.47
H -0.60 -0.25 -0.74
H 0.81 1.33 0.49
H 2.80 2.44 -0.47
```

Its structure (SMILES) is COc1ccc(CC2(CO)CCN(Cc3ccc4c(c3)CCO4)CC2)cc1. The total charge is 0. As for the LUMO energy: 0.8 eV. For the HOMO-LUMO gap, the calculation gives 8.7 eV.

Question: which arrangement is favored energetically? Ranking from most to least stable: entry one, entry two.

Entry one
ORCA calculation (the ωB97M-V functional and the def2-TZVPD basis) on an isolated molecule of CH5N3.

```
9
Properties=species:S:1:pos:R:3
H -1.12 -0.44 2.04
N -1.63 -0.03 1.25
C -0.85 0.01 0.24
N 0.47 -0.36 0.12
N 1.27 0.13 -0.97
H -1.29 0.37 -0.71
H 1.05 -0.47 0.96
H 1.16 1.15 -1.08
H 0.95 -0.35 -1.83
```

Its structure (SMILES) is [H]/N=C\NN. The total charge is 0. As for the LUMO energy: 1.1 eV. For the HOMO-LUMO gap, the calculation gives 10.4 eV.

Entry two
ORCA calculation (the ωB97M-V functional and the def2-TZVPD basis) on an isolated molecule of CH5N3.

```
9
Properties=species:S:1:pos:R:3
H 0.66 -1.15 -0.23
N 1.58 -0.67 -0.19
C 1.00 0.42 0.00
N -0.36 0.64 -0.30
N -0.93 -0.54 -0.04
H 1.58 1.42 0.43
H -0.72 1.63 0.04
H -1.64 -0.72 -0.62
H -1.18 -1.03 0.91
```

Its structure (SMILES) is [H]/N=C\NN. The total charge is 0. As for the LUMO energy: 0.9 eV. For the HOMO-LUMO gap, the calculation gives 10.1 eV.

Question: which arrangement is favored energetically? Ranking from most to least stable: entry one, entry two.

Entry one
ORCA calculation (the ωB97M-V functional and the def2-TZVPD basis) on an isolated molecule of CH5N3.

```
9
Properties=species:S:1:pos:R:3
N -0.40 1.45 -0.37
C -0.05 0.29 0.06
N -0.74 -0.34 1.06
N 1.04 -0.48 -0.44
H 0.47 1.94 -0.57
H -0.60 -1.33 1.20
H -1.74 -0.18 1.08
H 0.64 -1.35 -0.74
H 1.37 -0.02 -1.29
```

Its structure (SMILES) is N=C(N)N. The total charge is 0. As for the LUMO energy: 0.8 eV. For the HOMO-LUMO gap, the calculation gives 9.6 eV.

Entry two
ORCA calculation (the ωB97M-V functional and the def2-TZVPD basis) on an isolated molecule of CH5N3.

```
9
Properties=species:S:1:pos:R:3
H -1.60 1.90 -1.17
N -0.76 1.34 -0.95
N -1.06 0.37 -0.17
C 0.20 -0.02 0.38
N 0.41 -1.42 0.52
H 0.76 0.80 -0.47
H 0.40 0.55 1.29
H 0.33 -1.90 -0.37
H 1.30 -1.64 0.95
```

Its structure (SMILES) is [H]/N=N/CN. The total charge is 0. As for the LUMO energy: 0.4 eV. For the HOMO-LUMO gap, the calculation gives 9.4 eV.

Question: which arrangement is favored energetically? Ranking from most to least stable: entry one, entry two.

Entry one
ORCA calculation (the ωB97M-V functional and the def2-TZVPD basis) on a cluster of 2 separate species, CH5N3 in total.

```
9
Properties=species:S:1:pos:R:3
C -2.33 0.24 0.57
N 1.98 0.45 0.27
N -0.48 -0.19 -0.89
N -1.38 -0.01 -0.24
H -2.10 0.84 1.52
H -3.32 -0.08 0.28
H 2.82 0.70 0.75
H 1.60 1.28 -0.15
H 2.31 0.09 -0.62
```

The total charge is 0. As for the LUMO energy: 1.1 eV. For the HOMO-LUMO gap, the calculation gives 9.5 eV.

Entry two
ORCA calculation (the ωB97M-V functional and the def2-TZVPD basis) on a structure of composition CH5N3.

```
9
Properties=species:S:1:pos:R:3
C -0.96 -0.47 -0.29
N 0.49 -0.64 -0.03
N 1.37 0.48 0.03
N -1.37 0.73 -0.26
H 0.89 -1.42 -0.55
H -0.52 -1.33 0.56
H 0.80 1.29 -0.21
H 1.69 0.59 0.99
H -2.38 0.78 -0.25
```

The total charge is 0. As for the LUMO energy: 1.2 eV. For the HOMO-LUMO gap, the calculation gives 9.8 eV.

Question: which arrangement is favored energetically? Ranking from most to least stable: entry one, entry two.